1.
Molecular formula: C4H10O2
Method: DFT, ωB97M-V with the def2-TZVPD basis set

Geometry as XYZ:
```
16
Properties=species:S:1:pos:R:3:forces:R:3:mulliken_charge:R:1
C 1.699875 1.256719 0.012260 0.2 0.2 -0.1 -0.59
O 0.901585 0.241693 0.615732 0.0 -0.2 0.0 -0.31
C 0.420816 -0.662194 -0.284350 -0.2 0.0 0.3 -0.08
C -0.136966 -1.851429 0.442095 0.0 -0.1 0.0 -1.25
C -1.508920 0.353650 -0.587043 -0.2 -0.1 -0.1 -0.58
O -1.357352 1.411737 0.268040 0.0 -0.1 0.1 -0.49
H 2.543358 0.801603 -0.511774 -0.1 0.1 0.1 0.30
H 1.097818 1.840936 -0.691261 0.1 -0.1 0.1 0.30
H 2.051908 1.905342 0.816809 0.0 -0.1 -0.1 0.24
H -0.282982 -0.148414 -1.098223 0.1 0.0 -0.2 0.37
H 0.711498 -2.465394 0.762554 -0.1 0.0 0.0 0.36
H -0.753630 -2.458654 -0.226687 0.1 0.1 0.1 0.36
H -0.724465 -1.603280 1.341598 0.1 0.0 -0.1 0.35
H -1.824072 0.706340 -1.574868 0.1 -0.1 0.1 0.37
H -2.138845 -0.467627 -0.226816 0.1 0.2 0.0 0.30
H -0.699628 1.138971 0.941938 -0.1 0.1 -0.1 0.36
```
Forces are in eV/Å.

LUMO energy = 1.064 eV
Energy relative to the best compared isomer or geometry (same formula, charge and spin) = 447.6 kJ/mol
Calculated total energy = -308.7277 Eh
Kohn-Sham gap = 8.70 eV
Charge = 0

2.
Molecular formula: C4H10O2
Method: DFT, ωB97M-V with the def2-TZVPD basis set

Geometry as XYZ:
```
16
Properties=species:S:1:pos:R:3:forces:R:3:mulliken_charge:R:1
C 1.439471 -0.159881 0.145266 0.0 -3.5 -3.9 -0.39
O 2.581427 -1.012622 0.117725 1.1 -0.7 -0.5 -0.57
C 0.167046 -0.950052 -0.425759 0.8 2.2 0.9 -0.60
C -1.036177 0.010223 -0.239769 1.1 0.9 0.9 0.37
C -0.766613 1.510084 0.161080 -2.1 -0.9 -1.6 -1.49
O -1.730994 -0.604047 0.762216 -1.9 -1.6 3.0 -0.60
H 1.642150 0.716389 -0.445569 -0.1 0.5 -0.2 0.25
H 1.517358 0.006302 1.136312 -1.4 1.3 3.4 0.31
H 2.561129 -1.663812 -0.590900 -0.2 0.3 -0.1 0.30
H -0.049629 -1.849643 0.163406 0.2 0.3 -0.1 0.30
H 0.254435 -1.257640 -1.478285 0.5 0.4 0.2 0.35
H -1.677939 0.006462 -1.060968 -0.7 0.3 -2.0 0.34
H -1.773354 1.936820 0.443007 0.8 0.0 -1.2 0.33
H -0.182858 2.018566 -0.599856 -0.6 0.4 -0.4 0.36
H -0.265305 1.717771 1.033867 1.6 -0.5 2.3 0.41
H -2.680146 -0.424919 0.878226 0.7 0.4 -0.6 0.32
```
Forces are in eV/Å.

Structure (SMILES) = C[C@H](O)CCO
LUMO energy = 0.831 eV
Energy relative to the best compared isomer or geometry (same formula, charge and spin) = 205.8 kJ/mol
Calculated total energy = -308.8198 Eh
Kohn-Sham gap = 10.80 eV
Charge = 0

3.
Molecular formula: C4H10O2
Method: DFT, ωB97M-V with the def2-TZVPD basis set

Geometry as XYZ:
```
16
Properties=species:S:1:pos:R:3:forces:R:3:mulliken_charge:R:1
C -0.537463 0.200783 -1.893026 0.5 -0.3 0.8 -0.14
O 0.664942 -0.279622 -1.255626 0.3 0.1 0.2 -0.55
C -1.551266 -0.926246 -2.054106 -0.1 1.3 0.6 -1.02
H -0.264326 0.763046 -2.784872 -0.2 -0.1 -0.2 0.32
H -0.883651 0.893333 -1.122944 -0.3 0.2 -0.4 0.22
H 1.148073 -0.932816 -1.770907 -0.3 0.1 -0.2 0.27
H -1.318451 -1.586687 -2.881427 0.0 -0.4 0.2 0.34
H -2.547180 -0.501447 -2.177770 0.0 0.1 -0.4 0.32
H -1.598891 -1.350060 -1.048281 0.2 -0.8 -0.4 0.27
C 1.521929 0.078003 3.066769 -0.6 -0.1 -0.9 -0.69
C 0.531244 0.751198 2.475146 0.4 0.4 1.0 0.08
O 0.437833 1.304032 1.259024 -0.4 -0.1 -1.4 -0.45
H 1.485070 -0.009935 4.137900 -0.1 -0.5 0.1 0.24
H 2.284071 -0.422937 2.483522 0.4 0.3 0.2 0.24
H -0.332185 1.059813 3.060061 0.2 0.2 0.1 0.30
H 0.960250 0.959543 0.506537 0.0 -0.4 0.8 0.25
```
Forces are in eV/Å.

Structure (SMILES) = C=CO.CCO
LUMO energy = 0.779 eV
Energy relative to the best compared isomer or geometry (same formula, charge and spin) = 181.5 kJ/mol
Calculated total energy = -308.8290 Eh
Kohn-Sham gap = 9.43 eV
Charge = 0